{
  "formula": "C29H46O6",
  "method": "ωB97M-V with the def2-TZVPD basis set",
  "lumo_ev": -0.87,
  "smiles": "CCOCCC1=C(COc2cc(C)ccc2C(C)C)C(=O)C=CC1=O.CCOCC.CCOCC",
  "homo_ev": -8.63,
  "elements": ["O", "O", "O", "O", "O", "O", "C", "C", "C", "C", "C", "C", "C", "C", "C", "C", "C", "C", "C", "C", "C", "C", "C", "C", "C", "C", "C", "C", "C", "C", "C", "C", "C", "C", "C", "H", "H", "H", "H", "H", "H", "H", "H", "H", "H", "H", "H", "H", "H", "H", "H", "H", "H", "H", "H", "H", "H", "H", "H", "H", "H", "H", "H", "H", "H", "H", "H", "H", "H", "H", "H", "H", "H", "H", "H", "H", "H", "H", "H", "H", "H"],
  "xyz": [[0.043, 5.820, -4.305], [1.333, -2.527, 5.440], [-3.209, -4.006, 1.439], [1.452, -1.464, -1.253], [2.833, -3.379, 0.022], [-1.259, -5.985, 1.531], [0.452, -3.445, -0.223], [2.613, 0.524, 0.618], [-5.521, -3.255, 1.860], [-0.056, 2.015, -2.870], [0.721, -0.198, -3.164], [-0.048, -2.400, 5.145], [0.199, 0.956, -3.714], [-0.501, -5.048, 1.328], [0.962, -0.300, -1.821], [-4.039, -2.873, 1.579], [-0.329, -1.700, 3.829], [2.445, 5.762, -4.832], [1.750, -3.640, 0.520], [1.561, -0.386, 6.632], [2.065, -1.319, 5.544], [0.200, 1.922, -1.522], [0.641, -4.872, 2.287], [1.025, 6.013, -5.308], [-1.940, -3.959, -0.611], [1.048, 0.581, 0.509], [0.152, 6.636, -3.153], [1.734, -4.214, 1.909], [0.583, 1.780, 1.352], [0.059, 8.124, -3.442], [-0.646, -4.120, 0.158], [-3.188, -4.516, 0.108], [-0.118, 1.089, -5.191], [0.473, -2.510, -1.404], [0.720, 0.772, -0.970], [0.851, 1.581, 2.396], [2.957, 1.557, 0.750], [-0.461, 2.926, -3.305], [1.577, -0.888, 7.601], [0.674, -0.379, 0.876], [-0.716, 1.985, -5.365], [-5.866, -2.760, 2.772], [3.147, 5.887, -5.657], [0.040, -0.672, 3.822], [0.536, -0.061, 6.449], [2.188, 0.505, 6.686], [0.626, -5.307, 3.283], [-0.741, 0.244, -5.511], [-0.497, 1.945, 1.271], [-3.674, -2.320, 2.451], [1.072, 6.402, -2.606], [0.930, 7.014, -5.744], [-5.627, -4.334, 1.988], [0.920, -1.047, -3.817], [-0.002, 2.758, -0.861], [2.739, 6.450, -4.037], [-3.193, -5.604, 0.064], [0.109, 8.694, -2.514], [-0.881, 8.356, -3.947], [3.077, 0.131, -0.288], [-0.675, 6.348, -2.502], [1.112, 2.681, 1.030], [-0.497, -2.050, -1.598], [2.093, -0.807, 4.575], [2.945, -0.100, 1.454], [0.870, 8.466, -4.087], [0.159, -2.228, 3.010], [-1.812, -4.493, -1.566], [-4.059, -4.089, -0.408], [2.595, -4.091, 2.557], [-3.994, -2.180, 0.727], [-0.442, -3.417, 5.100], [2.542, 4.748, -4.441], [-0.569, -1.904, 5.971], [0.786, 5.307, -6.104], [0.744, -3.097, -2.297], [-6.140, -2.910, 1.025], [0.813, 1.074, -5.764], [3.092, -1.608, 5.770], [-2.156, -2.919, -0.874], [-1.402, -1.669, 3.636]],
  "forces_ev_per_angstrom": [[-0.218, -0.207, -0.022], [0.100, -0.247, 0.002], [0.060, -0.153, -0.243], [-0.926, -0.138, -0.201], [-0.763, -0.077, -0.002], [0.368, 0.642, -0.456], [0.323, 0.270, 0.551], [-0.369, 0.060, -0.025], [0.373, 0.421, -0.372], [-0.252, 0.599, -0.527], [0.083, -0.841, -0.922], [-0.095, 0.085, -0.022], [-0.348, 0.451, -0.509], [-0.533, -1.143, 0.862], [0.362, 0.152, 0.496], [-0.726, 0.078, 0.886], [0.078, 0.162, -0.065], [-0.004, -0.012, 0.133], [1.267, -0.031, 0.191], [-0.143, -0.045, 0.032], [0.011, 0.151, -0.007], [0.067, 0.444, 0.747], [0.467, 0.508, -0.175], [0.141, 0.072, -0.029], [-0.400, -1.015, 0.054], [1.152, 0.914, -0.468], [0.079, 0.109, 0.073], [-0.920, 0.238, -0.594], [-0.118, -0.753, 0.095], [0.024, 0.017, -0.149], [0.312, 0.664, 0.007], [0.271, 0.994, -0.408], [-0.121, -0.581, 0.490], [0.868, -0.380, -0.416], [-0.092, -0.711, 0.858], [-0.151, 0.197, -0.067], [0.212, -0.238, 0.062], [0.042, -0.018, 0.213], [0.044, 0.012, -0.013], [-0.311, 0.225, -0.093], [0.365, 0.053, -0.134], [-0.050, -0.102, -0.144], [-0.021, -0.012, -0.009], [-0.085, 0.027, 0.047], [0.032, 0.068, -0.048], [0.021, -0.028, -0.003], [-0.513, -0.254, -0.293], [0.228, 0.057, -0.057], [0.142, 0.009, 0.138], [0.196, -0.141, -0.190], [0.037, 0.054, -0.018], [0.055, 0.027, 0.032], [0.048, 0.125, -0.055], [0.030, 0.046, 0.151], [-0.060, 0.008, -0.220], [0.028, 0.054, -0.064], [-0.165, 0.150, 0.434], [-0.021, -0.025, 0.004], [-0.008, -0.008, 0.047], [-0.099, -0.060, 0.147], [-0.025, -0.116, -0.099], [-0.133, -0.065, 0.081], [-0.032, -0.183, 0.189], [-0.044, 0.052, 0.010], [-0.048, 0.217, 0.004], [0.049, 0.013, 0.073], [-0.047, -0.008, -0.017], [-0.179, 0.131, 0.090], [0.025, -0.527, -0.137], [0.044, 0.017, -0.297], [0.235, -0.256, -0.040], [0.133, -0.042, 0.044], [-0.006, -0.004, -0.035], [-0.007, 0.054, -0.028], [-0.131, -0.029, 0.083], [-0.157, 0.069, 0.096], [-0.150, -0.247, 0.216], [-0.245, 0.194, -0.169], [-0.046, -0.143, -0.026], [0.383, -0.007, 0.225], [0.007, -0.040, 0.004]]
}

---

{
  "formula": "C29H46OsP2Te",
  "method": "ωB97M-V with the def2-TZVPD basis set",
  "spin_multiplicity": 5,
  "charge": 2,
  "lumo_ev": [-5.08, -9.32],
  "homo_ev": [-12.42, -12.41],
  "elements": ["Os", "Te", "P", "P", "C", "C", "C", "C", "C", "C", "C", "C", "C", "C", "C", "C", "C", "C", "C", "C", "C", "C", "C", "C", "C", "C", "C", "C", "C", "C", "C", "C", "C", "H", "H", "H", "H", "H", "H", "H", "H", "H", "H", "H", "H", "H", "H", "H", "H", "H", "H", "H", "H", "H", "H", "H", "H", "H", "H", "H", "H", "H", "H", "H", "H", "H", "H", "H", "H", "H", "H", "H", "H", "H", "H", "H", "H", "H", "H"],
  "xyz": [[-0.017, -0.150, -0.097], [2.263, 1.903, 0.950], [-0.251, 1.353, -6.343], [2.024, -0.431, -7.112], [-0.437, -0.320, 2.157], [-1.094, -0.469, -2.945], [-1.568, -0.671, 1.367], [0.333, 2.213, -2.140], [3.671, 0.032, -7.814], [0.213, -2.029, 0.730], [-0.321, 3.194, -6.489], [2.862, 2.722, 2.787], [1.977, -1.272, 2.464], [3.228, 2.710, 5.196], [-2.979, -0.212, 1.613], [-1.686, 1.128, -0.996], [-1.555, 1.023, -7.614], [-0.435, 0.717, 3.234], [-1.187, -1.740, 0.481], [1.183, 1.179, -7.528], [3.823, 3.977, 5.094], [2.754, 2.070, 4.041], [-2.153, 0.393, -2.222], [3.948, 4.633, 3.853], [1.449, 1.159, -2.453], [-2.130, -2.603, -0.306], [0.988, -3.191, 0.185], [0.070, -0.969, -2.117], [-0.564, 1.964, -0.965], [3.458, 4.012, 2.700], [0.646, -1.174, 1.792], [1.511, -1.357, -8.635], [1.249, -0.220, -1.897], [-2.557, 1.119, -2.952], [-2.423, -3.480, 0.294], [-0.706, 0.090, -3.814], [-1.382, 1.264, 3.252], [-0.284, 0.262, 4.223], [0.173, -2.052, -2.117], [-0.321, 3.514, -7.540], [-1.432, 1.662, -8.496], [-3.041, -2.049, -0.563], [-2.478, 1.337, -0.274], [2.301, 1.083, 4.102], [4.420, 5.620, 3.771], [1.901, 2.008, -7.397], [2.164, -0.761, -1.636], [-0.472, 2.674, -0.144], [-1.620, -1.353, -3.340], [2.402, 1.557, -2.087], [1.866, -1.709, 3.467], [0.365, 1.446, 3.070], [2.091, -2.285, -8.684], [4.130, 0.809, -7.196], [-0.299, 2.314, -3.046], [-1.232, 3.547, -5.995], [2.039, -2.915, 0.064], [0.833, 3.176, -1.980], [-1.656, -2.965, -1.228], [0.939, -4.045, 0.874], [-2.987, 0.837, 1.923], [3.524, 4.483, 1.714], [3.124, 2.201, 6.155], [1.529, 1.085, -3.561], [0.833, 1.156, -8.579], [-2.533, 1.232, -7.166], [-2.998, -0.253, -1.937], [-1.546, -0.024, -7.930], [0.592, -3.510, -0.781], [2.666, -1.893, 1.883], [0.453, -1.626, -8.601], [2.442, -0.285, 2.574], [3.595, 0.393, -8.845], [-3.441, -0.803, 2.418], [-3.597, -0.327, 0.717], [4.198, 4.464, 5.993], [0.547, 3.629, -5.982], [4.319, -0.850, -7.795], [1.706, -0.786, -9.549]],
  "forces_ev_per_angstrom": [[-0.380, 4.548, -2.317], [0.178, 0.187, 0.995], [0.182, 1.040, -1.630], [0.533, 0.372, -1.427], [0.371, 0.017, 0.061], [-0.325, 0.019, -0.518], [-0.924, -1.290, 0.319], [0.180, 0.036, -0.932], [0.296, -0.182, 0.369], [-0.461, -1.644, 1.338], [-0.262, 0.093, 0.468], [0.475, 0.457, 0.137], [0.059, 0.090, -0.087], [-0.237, -0.218, -0.828], [0.160, 0.173, -0.256], [0.266, 0.594, 0.089], [-0.481, -0.221, 0.427], [0.108, 0.160, -0.027], [-1.058, -2.002, 1.034], [0.027, -0.530, 0.574], [0.008, 0.104, -0.267], [0.173, 0.402, -0.014], [-0.326, -0.327, -0.310], [-0.244, -0.322, -0.257], [-0.091, 0.666, -0.377], [-0.019, 0.052, -0.049], [0.119, 0.081, -0.047], [0.616, 0.188, -0.440], [0.253, -0.746, 0.610], [-0.058, -0.281, 0.216], [0.457, -0.426, 0.423], [-0.142, -0.470, 0.259], [0.004, -0.629, 0.010], [0.062, -0.142, 0.341], [0.106, 0.280, -0.194], [-0.012, -0.278, 0.223], [0.194, -0.083, 0.061], [-0.034, 0.050, -0.225], [0.025, 0.198, 0.285], [-0.014, -0.103, 0.287], [0.083, -0.089, 0.213], [0.237, -0.238, -0.013], [0.381, -0.127, -0.018], [0.161, 0.265, 0.152], [-0.250, -0.515, 0.155], [-0.330, -0.328, 0.047], [-0.240, 0.003, -0.297], [-0.348, 0.012, -0.096], [0.261, 0.362, -0.013], [-0.071, -0.160, -0.136], [0.053, 0.102, -0.225], [-0.195, -0.070, 0.199], [-0.136, 0.064, -0.021], [0.053, -0.087, -0.065], [0.290, 0.072, 0.412], [0.125, 0.194, -0.120], [-0.093, -0.182, -0.097], [-0.178, -0.122, -0.193], [-0.237, 0.042, 0.223], [-0.044, 0.226, -0.133], [-0.187, -0.120, -0.073], [0.127, 0.067, 0.466], [0.118, 0.261, -0.261], [0.063, -0.055, 0.530], [0.185, 0.208, 0.558], [0.021, -0.090, -0.170], [0.270, 0.310, -0.046], [-0.003, 0.087, 0.065], [0.125, -0.068, 0.183], [-0.134, 0.102, 0.206], [0.062, -0.018, -0.019], [0.020, -0.196, 0.153], [-0.073, -0.050, 0.196], [0.253, 0.086, -0.218], [0.068, 0.060, 0.237], [-0.087, -0.118, -0.223], [-0.158, 0.023, -0.062], [0.046, 0.153, -0.046], [-0.027, 0.018, 0.223]]
}

---

Results for ΔE to the lowest compared entry with this formula, charge and spin: 0.570 0.000 (in eV, following the order of the records).
Results for DFT total energy: -43101.2097 -59138.7807 (in eV, following the order of the records).